No. 1
C59H51Br3F9N4O4PSTeTi as an isolated structure, computed with wB97M-V/def2-TZVPD.

Atoms and positions in Å:
Ti: -0.68 -1.11 0.79
Br: -2.77 -4.63 3.54
C: -2.86 -2.75 3.79
C: -3.60 -2.21 4.84
C: -3.62 -0.84 5.01
Br: -4.61 -0.14 6.48
C: -2.93 0.04 4.16
C: -2.88 1.46 4.27
C: -2.11 2.17 3.35
C: -1.43 1.52 2.35
N: -1.47 0.17 2.17
C: -2.21 -0.55 3.10
C: -2.14 -1.95 2.92
O: -1.39 -2.39 1.92
H: -4.16 -2.85 5.50
H: -3.40 1.97 5.06
H: -2.05 3.25 3.43
H: -0.82 2.07 1.64
C: -0.44 -3.36 -3.79
N: 0.12 -2.16 -3.20
C: 1.34 -2.06 -2.69
N: 2.13 -3.17 -2.70
S: 1.98 -0.57 -2.22
H: -1.26 -3.06 -4.43
H: -0.84 -4.05 -3.03
H: 0.32 -3.87 -4.39
H: -0.57 -1.44 -2.96
H: 1.68 -4.07 -2.59
H: 3.01 -3.06 -2.23
C: -3.45 -1.40 -0.37
C: -2.33 -0.80 -1.21
O: -2.38 -0.99 -2.44
N: -1.36 -0.05 -0.60
Te: -0.52 1.41 -2.57
C: -0.46 2.24 -4.63
C: -0.38 3.64 -4.84
C: -0.26 4.62 -3.70
C: -0.42 4.14 -6.14
C: -0.49 3.32 -7.25
C: -0.54 3.88 -8.64
C: -0.51 1.94 -7.03
C: -0.49 1.40 -5.75
C: -0.51 -0.09 -5.59
C: -2.29 2.58 -2.13
C: -2.26 3.51 -1.07
C: -1.01 3.90 -0.31
C: -3.43 4.19 -0.71
C: -4.62 4.02 -1.40
C: -5.87 4.76 -1.01
C: -4.61 3.15 -2.49
C: -3.48 2.43 -2.86
C: -3.57 1.54 -4.07
H: -4.38 -1.31 -0.92
H: -3.54 -0.88 0.59
H: -3.24 -2.46 -0.21
H: 0.37 4.19 -2.92
H: -1.24 4.84 -3.28
H: 0.19 5.55 -4.05
H: -0.39 5.22 -6.28
H: -0.39 4.96 -8.63
H: -1.50 3.68 -9.11
H: 0.24 3.43 -9.27
H: -0.53 1.27 -7.89
H: -0.67 -0.59 -6.55
H: -1.31 -0.39 -4.90
H: 0.44 -0.43 -5.18
H: -0.28 3.10 -0.31
H: -1.26 4.17 0.71
H: -0.56 4.77 -0.78
H: -3.38 4.89 0.12
H: -5.67 5.43 -0.17
H: -6.64 4.05 -0.71
H: -6.24 5.35 -1.84
H: -5.53 3.02 -3.06
H: -4.61 1.35 -4.33
H: -3.08 0.59 -3.88
H: -3.09 2.02 -4.92
Br: 3.46 -8.45 0.68
C: 2.30 -6.97 0.46
C: 2.54 -5.80 1.16
C: 1.72 -4.71 0.94
C: 0.67 -4.77 0.04
C: 0.41 -5.97 -0.62
C: 1.23 -7.07 -0.42
C: -0.16 -3.55 -0.23
O: -1.28 -3.64 -0.69
O: 0.44 -2.40 -0.02
H: 3.36 -5.74 1.87
H: 1.90 -3.78 1.47
H: -0.43 -6.03 -1.30
H: 1.04 -8.00 -0.94
F: -1.32 2.15 7.41
C: -0.49 1.10 7.54
F: 0.52 1.52 8.35
F: -1.15 0.15 8.22
C: 0.03 0.62 6.22
C: -0.12 -0.70 5.83
C: 0.41 -1.12 4.62
C: 1.09 -0.22 3.79
C: 1.22 1.10 4.19
C: 0.71 1.52 5.41
P: 1.64 -0.83 2.15
C: 2.46 0.63 1.43
C: 3.73 1.05 1.85
C: 4.33 2.16 1.28
C: 3.68 2.85 0.27
C: 2.43 2.44 -0.17
C: 1.82 1.36 0.43
C: 4.31 4.05 -0.36
F: 5.55 4.29 0.09
F: 3.59 5.17 -0.13
F: 4.40 3.94 -1.70
C: 3.12 -1.80 2.62
C: 3.36 -2.32 3.89
C: 4.42 -3.18 4.10
C: 5.24 -3.55 3.05
C: 4.98 -3.09 1.77
C: 3.92 -2.22 1.56
C: 6.42 -4.43 3.33
F: 6.05 -5.61 3.88
F: 7.13 -4.73 2.23
F: 7.27 -3.87 4.21
H: -0.64 -1.40 6.47
H: 0.30 -2.15 4.31
H: 1.74 1.81 3.56
H: 0.83 2.54 5.74
H: 4.24 0.49 2.62
H: 5.31 2.48 1.61
H: 1.96 2.95 -1.00
H: 0.84 1.03 0.09
H: 2.73 -2.02 4.72
H: 4.62 -3.57 5.09
H: 5.60 -3.41 0.94
H: 3.72 -1.84 0.56

Results
M (u): 1529.28
Kohn-Sham gap (spin up / spin down) (eV): 4.874 / 5.757
E_HOMO (spin up / spin down) (eV): -3.499 / -4.359
Multiplicity: 2
Energy (Eh): -13277.0617
Total charge: -1



No. 2
C4H6LiO2Rh as an isolated structure, computed with wB97M-V/def2-TZVPD.

Atoms and positions in Å:
O: -1.86 -1.28 -0.68
C: -2.34 -0.07 -0.84
C: -1.98 1.12 -0.91
Li: -2.84 -2.35 0.46
Rh: 0.06 -1.12 -0.82
H: -3.16 1.45 -0.77
C: 0.79 0.96 -0.24
C: 1.85 0.20 0.55
O: 1.35 -1.17 0.70
H: 0.26 1.58 0.49
H: 1.29 1.59 -0.99
H: 1.94 0.59 1.57
H: 2.86 0.20 0.10
H: 1.79 -1.68 1.39

Results
M (u): 195.94
Kohn-Sham gap (spin up / spin down) (eV): 8.732 / 6.176
E_HOMO (spin up / spin down) (eV): -17.589 / -17.967
Multiplicity: 5
Energy (Eh): -423.5973
Total charge: +2



No. 3
C6H15IO2Si as an isolated structure, computed with wB97M-V/def2-TZVPD.

Atoms and positions in Å:
C: 1.40 -0.63 0.32
C: -0.43 -2.47 0.65
C: -0.05 -1.42 -1.60
C: -1.50 1.81 -1.83
C: -0.84 2.72 1.05
C: 0.01 -1.11 -0.07
O: -0.97 -0.16 0.28
O: -3.14 1.26 0.57
Si: -1.58 1.33 0.02
I: -4.29 -0.30 -0.06
H: 2.06 -1.46 0.10
H: 1.61 0.26 -0.07
H: 1.26 -0.52 1.39
H: 0.45 -3.20 0.79
H: -1.25 -2.90 -0.10
H: -0.79 -2.29 1.57
H: -0.98 -1.73 -1.95
H: 0.25 -0.53 -2.19
H: 0.76 -2.18 -2.02
H: -2.16 2.60 -1.91
H: -0.51 2.20 -2.04
H: -1.69 1.10 -2.62
H: -0.72 2.36 2.09
H: 0.17 3.11 0.84
H: -1.42 3.68 0.81

Results
Relative energy (zero: lowest compared OMol25 entry of this formula, charge and spin) (kcal/mol): 0.0
M (u): 274.17
Kohn-Sham gap (eV): 8.711
E_HOMO (eV): -9.515
Energy (Eh): -975.3082